Record 1
{
  "formula": "C13H52O13",
  "method": "ωB97M-V/def2-TZVPD",
  "species": ["O", "O", "O", "O", "O", "O", "O", "O", "O", "O", "O", "O", "O", "C", "C", "C", "C", "C", "C", "C", "C", "C", "C", "C", "C", "C", "H", "H", "H", "H", "H", "H", "H", "H", "H", "H", "H", "H", "H", "H", "H", "H", "H", "H", "H", "H", "H", "H", "H", "H", "H", "H", "H", "H", "H", "H", "H", "H", "H", "H", "H", "H", "H", "H", "H", "H", "H", "H", "H", "H", "H", "H", "H", "H", "H", "H", "H", "H"],
  "xyz": [[2.83757, -1.85088, -2.14419], [-2.83677, -1.07245, -1.71604], [1.30888, 3.17202, 0.27115], [-0.75372, -1.14522, 0.16404], [2.16962, 2.43372, -2.30639], [-1.12758, 3.65287, 1.26634], [-3.57092, -5.25208, -0.23593], [3.71341, 2.06963, 3.24031], [-0.37943, 2.96445, -3.33466], [0.87046, -3.10180, -0.56417], [5.53097, 0.93370, 1.39018], [-1.59619, -1.74077, 4.08296], [-5.99741, -0.46903, 1.79279], [-4.74742, -0.89118, 2.15812], [2.46020, 1.47407, 3.07433], [-1.34325, 5.04878, 1.15986], [-4.21136, -1.07997, -1.74327], [4.74218, 1.18055, 0.19445], [-0.86576, -2.16490, 2.96717], [4.03176, -2.55098, -2.15671], [-3.54438, -4.30909, 0.79337], [-0.85480, 1.65512, -3.57222], [2.82543, 1.42833, -3.01441], [0.15159, -0.06557, -0.11735], [2.16376, 4.20897, 0.79400], [0.01467, -4.09647, -0.99193], [-3.11872, -3.37189, 0.43480], [1.02965, -0.21228, 0.51162], [-0.21307, 3.51129, 1.01094], [-0.34072, 0.86806, 0.15481], [-4.51410, -4.09715, 1.24374], [2.82393, 1.64326, -4.08301], [4.46324, -2.78887, -1.18443], [-0.66394, -4.39546, -0.19307], [2.08243, 5.13051, 0.21759], [3.68181, 2.42853, 4.13014], [-1.03910, 3.54872, -2.95377], [0.47819, -0.13119, -1.15520], [2.37615, 0.84774, 2.18622], [-2.31275, -2.37156, 4.18423], [-4.08509, -1.00019, 1.29932], [1.75100, 2.29506, 2.96893], [4.78443, 2.20575, -0.17335], [3.18909, 3.83914, 0.78931], [-0.81245, 5.67655, 1.87557], [2.24374, 0.51925, -2.86172], [-1.14831, 1.17383, -2.63932], [0.24400, -2.39690, -0.38454], [-5.86048, 0.39528, 1.39805], [-2.41028, 5.11729, 1.37167], [3.83682, -3.53272, -2.58832], [2.19738, 0.85512, 3.93220], [-2.91371, -4.77983, 1.54753], [-1.65523, 1.55847, -4.30575], [4.83070, -2.17250, -2.79432], [-1.54365, -2.44885, 2.16222], [-0.27735, -3.03117, 3.26957], [4.98072, 1.24551, 2.11240], [-2.53917, -1.44717, -2.54827], [-4.55261, -2.04616, -1.37163], [3.73368, 0.78120, 0.30190], [-1.58249, -1.14434, -0.32047], [3.84962, 1.30968, -2.66079], [5.15766, 0.59401, -0.62496], [2.22510, -2.31603, -1.56964], [1.57354, 2.85450, -0.59530], [-1.14871, 5.41625, 0.15228], [-4.75694, -1.89451, 2.58395], [-0.15941, -1.38902, 2.67190], [0.52427, -5.01679, -1.27728], [-0.53832, -3.63357, -1.80926], [-4.43095, -0.26842, 2.99485], [0.02226, 1.11354, -3.92655], [1.28769, 2.55396, -2.66602], [-4.50277, -5.42856, -0.38463], [-4.66980, -0.80165, -2.69220], [-4.51723, -0.34069, -1.00300], [1.94836, 4.54305, 1.80894]],
  "forces_ev_per_a": [[0.110, 1.419, -0.260], [1.814, 0.157, -0.818], [-0.326, 0.790, 1.692], [0.667, -0.480, 0.542], [0.163, 1.179, 1.016], [0.038, 0.518, 0.353], [-0.951, -0.376, -0.887], [0.909, -0.062, 0.108], [0.114, 0.407, -0.309], [1.635, 0.016, 0.401], [-0.614, 0.223, -1.435], [-0.659, 0.532, 0.636], [-1.687, 0.279, -0.899], [1.212, -0.923, 1.150], [-1.391, 0.077, -0.010], [-1.131, -0.596, 0.034], [-1.659, 0.171, 1.261], [0.892, -0.965, 0.234], [0.501, -0.650, 0.052], [0.572, -1.991, -0.303], [0.669, 0.054, 0.817], [0.371, -0.528, 0.425], [-0.476, -0.869, -0.410], [-0.812, -0.337, 0.090], [0.507, -0.290, -0.937], [-0.776, -0.714, -0.319], [0.157, 0.121, 0.132], [-0.106, -0.021, 0.033], [0.449, -0.603, -0.350], [0.294, 0.216, -0.293], [-0.139, -0.069, -0.104], [0.245, 0.090, -0.169], [-0.030, 0.491, 0.365], [-0.331, 0.027, 0.054], [0.114, -0.070, -0.403], [0.472, 0.169, -0.017], [-0.184, -0.190, 0.082], [0.023, 0.409, -0.110], [0.497, 0.182, -0.046], [-0.054, 0.093, 0.261], [0.520, 0.570, 0.113], [-0.557, -0.308, -0.040], [-0.277, 0.269, 0.445], [0.103, 0.240, 0.003], [0.264, -0.164, 0.183], [0.578, -0.519, -0.115], [-0.253, -0.028, 0.068], [-0.090, 0.981, 0.700], [-0.383, 0.117, -0.020], [-0.035, 0.642, -0.112], [0.076, -0.444, -0.165], [-0.098, -0.062, 0.063], [0.163, 0.635, 0.432], [-0.022, 0.330, -0.066], [-0.364, 0.846, 0.054], [0.327, 0.190, -0.279], [0.230, -0.289, -0.312], [0.034, 0.213, 0.430], [0.411, -0.123, 0.055], [-0.502, -0.125, -0.313], [-0.245, 0.439, 0.094], [-0.130, 0.656, -0.565], [-0.181, 0.014, 0.060], [0.314, -0.189, 0.142], [-0.439, -0.358, 0.326], [0.744, 0.104, -0.521], [0.048, 0.096, -0.148], [-0.580, -0.201, -0.011], [-0.369, 0.038, -0.127], [0.235, 0.286, -0.322], [-0.503, -0.849, -0.419], [0.996, 0.162, -0.324], [-0.138, -0.136, -0.219], [-0.362, 0.317, -0.288], [0.108, -0.321, -0.419], [0.163, -0.174, -0.133], [-0.289, 0.046, -0.054], [-0.596, -0.785, 0.145]],
  "lowdin_charge": [-0.1289, -0.1219, -0.1547, -0.1650, -0.1374, -0.1382, -0.1089, -0.1189, -0.1148, -0.1363, -0.1211, -0.1153, -0.1000, -0.2014, -0.1453, -0.1758, -0.1546, -0.1443, -0.1663, -0.1897, -0.1912, -0.1315, -0.1397, -0.0786, -0.1103, -0.1472, 0.0541, 0.0801, -0.0073, 0.0880, 0.0811, 0.0860, 0.0795, 0.0714, 0.0816, 0.0970, 0.0985, 0.0763, 0.0643, 0.0689, 0.0631, 0.0757, 0.0722, 0.0711, 0.0721, 0.0569, 0.0674, 0.0091, 0.0818, 0.0739, 0.0705, 0.0886, 0.0835, 0.0844, 0.0773, 0.0549, 0.0816, 0.0124, 0.0999, 0.0819, 0.0642, 0.0429, 0.0799, 0.0660, 0.0270, 0.0404, 0.0717, 0.0713, 0.0756, 0.0891, 0.0858, 0.0912, 0.0814, 0.0262, 0.0765, 0.0921, 0.0772, 0.0812],
  "molar_mass_g_mol": 416.5,
  "multiplicity": 1,
  "energy_ha": -1504.3578,
  "relative_energy_kcal_mol": 54.5,
  "orbital_gap_ev": 9.8,
  "lumo_energy_ev": 0.171
}

Record 2
{
  "formula": "C13H52O13",
  "method": "ωB97M-V/def2-TZVPD",
  "species": ["O", "O", "O", "O", "O", "O", "O", "O", "O", "O", "O", "O", "O", "C", "C", "C", "C", "C", "C", "C", "C", "C", "C", "C", "C", "C", "H", "H", "H", "H", "H", "H", "H", "H", "H", "H", "H", "H", "H", "H", "H", "H", "H", "H", "H", "H", "H", "H", "H", "H", "H", "H", "H", "H", "H", "H", "H", "H", "H", "H", "H", "H", "H", "H", "H", "H", "H", "H", "H", "H", "H", "H", "H", "H", "H", "H", "H", "H"],
  "xyz": [[-3.27964, 2.62072, -0.67683], [1.39140, -4.93648, 0.85587], [0.26267, 1.32682, -3.13251], [-1.12636, 0.83615, -0.02144], [1.07533, 1.99403, 0.50963], [-2.81690, -0.83110, -3.89160], [2.69664, -2.40265, -0.18706], [1.44141, -1.62140, 4.29418], [2.26190, 0.80538, 2.79532], [-2.55492, 1.32657, 2.77113], [-2.47792, 2.94697, -3.26313], [0.03819, -3.54593, 2.88963], [1.91109, -0.99901, -2.68101], [-1.27004, -0.49943, -0.55944], [1.88562, -1.35945, 5.62534], [-1.61773, -1.40464, -4.39860], [-3.34490, 2.86913, -4.39456], [0.34535, -5.45731, 0.04187], [0.93351, 2.29183, -3.95967], [2.49346, -0.90620, -4.02224], [-2.08006, 0.84207, 4.05168], [1.39740, 3.21069, -0.12667], [2.61734, 1.78652, 3.76853], [3.00904, -1.08235, 0.36761], [-1.16849, -2.88308, 3.30288], [-2.94935, 3.53019, 0.37182], [-1.95668, 0.84986, 2.13193], [-1.72134, -2.99156, 2.38146], [-0.76843, -1.15585, -3.73512], [1.61274, -0.87409, 3.80101], [1.07556, -0.83368, 6.20646], [-3.62549, 4.40483, 0.28892], [2.44323, 3.36078, 0.09203], [-3.33226, -1.42052, -3.40946], [1.24814, 3.18062, -3.36362], [0.94718, 0.85874, -2.73555], [0.78201, 4.02769, 0.27217], [3.19869, -0.12783, -4.16435], [2.93903, -1.87603, -4.10958], [0.80875, -5.91873, -0.85329], [-1.75160, -2.45079, -4.49177], [-2.62815, 1.40557, 4.80220], [0.25680, 1.77173, 0.04286], [1.88984, 1.24035, 2.05933], [-0.14918, -6.22275, 0.61290], [-1.82698, 1.45397, -0.45128], [-2.13771, -0.69104, -1.22891], [-4.04015, 3.68317, -4.20336], [2.14634, -0.64353, 0.83110], [3.38091, -0.44150, -0.40033], [-2.29881, -0.22028, 4.21670], [-0.35459, -4.75070, -0.41619], [-1.40606, -1.28659, 0.19315], [1.85339, -2.34839, 6.03329], [1.74058, -0.89589, -4.84863], [1.86822, 1.88668, -4.36668], [0.75788, -3.03899, 3.24399], [-0.95618, 1.03276, 4.18721], [-0.38638, -0.70358, -1.15558], [-1.98623, 4.04516, 0.11470], [2.25028, -2.99730, 0.43376], [-2.89178, 3.11627, -5.32023], [-1.64866, -3.41086, 4.15185], [1.82530, 1.86438, 4.50043], [-1.45741, -1.00035, -5.40276], [2.72071, 2.72317, 3.22521], [3.74800, -1.23787, 1.17107], [2.88610, -0.89685, 5.76714], [-0.97321, -1.82630, 3.58683], [-3.09735, 2.99600, -1.54079], [3.60410, 1.54941, 4.14715], [-2.97005, 3.08796, 1.38814], [0.34826, 2.52502, -4.86480], [-3.89049, 1.97630, -4.40622], [1.12217, -4.90452, 1.78643], [1.31291, 3.18518, -1.20025], [-1.98268, 2.15054, -3.20641], [2.39666, -1.66784, -2.12494]],
  "forces_ev_per_a": [[0.138, -1.066, 1.272], [0.207, 0.355, -0.314], [-1.568, 2.150, -1.797], [-2.365, 0.211, -1.046], [0.012, 0.519, -0.677], [1.038, 2.259, -1.303], [0.334, 1.175, -0.631], [0.132, -1.686, 1.801], [0.874, -1.315, 1.932], [1.669, -1.585, 0.100], [-0.351, 0.842, -0.376], [-0.428, -0.245, 0.317], [0.391, 0.406, -0.445], [-0.306, -0.245, -0.675], [-1.375, -0.290, 0.589], [-0.009, 0.935, 0.410], [-0.362, 1.974, 1.584], [0.927, -0.411, -0.622], [0.509, 0.016, 0.018], [-1.504, -2.175, 0.742], [0.691, 0.757, -0.184], [0.766, 0.385, 0.929], [-0.050, 0.066, -1.484], [-0.081, -2.322, 1.235], [0.676, -0.384, -0.181], [0.254, 1.927, -0.983], [-1.017, 0.968, 0.282], [-1.092, 0.517, 0.198], [-0.264, -0.193, -0.406], [0.589, 2.854, -2.251], [0.937, 0.097, -0.585], [-0.193, -0.518, 0.539], [0.378, 0.631, 0.067], [-1.043, -1.743, 1.183], [-0.632, -0.296, -0.610], [1.708, -1.895, 1.483], [0.219, 0.060, -0.119], [0.654, 0.854, 0.202], [0.923, -0.357, -0.719], [0.020, -0.016, 0.621], [0.192, -1.226, -0.080], [0.109, 0.055, 0.129], [-0.403, -1.284, 0.674], [-1.025, 0.865, -1.731], [-0.645, -0.342, -0.071], [0.869, -1.308, 0.936], [0.330, 0.943, 0.291], [-0.359, 0.002, -0.183], [-0.528, 0.269, -0.014], [0.252, 0.202, -0.587], [0.085, 0.154, -0.206], [-0.026, 0.432, 0.737], [0.430, 0.547, 0.409], [0.594, -0.531, 0.739], [0.097, 0.391, 1.045], [-0.044, -0.191, 0.156], [0.779, 0.450, 0.586], [-1.478, -0.289, -0.201], [0.215, -0.254, 0.034], [-0.179, -0.812, 0.671], [-0.004, 0.174, 0.052], [0.878, -0.169, -0.919], [0.167, 0.259, -0.465], [0.115, 0.109, 0.556], [0.104, 0.060, 0.211], [-0.052, 0.422, 0.326], [-0.017, 0.375, -0.369], [-0.689, -0.213, -0.477], [-0.197, -0.731, -0.345], [0.142, 0.362, -0.544], [-0.045, -0.170, 0.530], [0.069, 0.019, -0.965], [-0.156, 0.213, 0.767], [-0.611, -1.504, -0.230], [-0.419, 0.167, -0.452], [-0.294, -0.225, -0.496], [0.988, -1.247, 0.065], [-0.646, 0.810, -0.677]],
  "lowdin_charge": [-0.1434, -0.1437, -0.1145, -0.1746, -0.1417, -0.1112, -0.1474, -0.1213, -0.1424, -0.1517, -0.1173, -0.1502, -0.1694, -0.0893, -0.1171, -0.1328, -0.1026, -0.1464, -0.1252, -0.1144, -0.1427, -0.1306, -0.1147, -0.1027, -0.1192, -0.1302, 0.0723, 0.0701, 0.0626, -0.0013, 0.0939, 0.0788, 0.0786, 0.0353, 0.0767, -0.0023, 0.0838, 0.0574, 0.0711, 0.0828, 0.0651, 0.0708, 0.0240, 0.0014, 0.0720, 0.0966, 0.0824, 0.0859, 0.0489, 0.0662, 0.0575, 0.0721, 0.0727, 0.0680, 0.0917, 0.0649, 0.0239, 0.0941, 0.0623, 0.0848, 0.0478, 0.0677, 0.0870, 0.0734, 0.0830, 0.0807, 0.0859, 0.0934, 0.0591, 0.0333, 0.0799, 0.0733, 0.0867, 0.0635, 0.0547, 0.0503, 0.0398, 0.0716],
  "molar_mass_g_mol": 416.5,
  "multiplicity": 1,
  "energy_ha": -1504.3657,
  "relative_energy_kcal_mol": 49.5,
  "orbital_gap_ev": 10.5,
  "lumo_energy_ev": 0.699
}

Record 3
{
  "formula": "C13H7Cl2F3IrN2O3S2Se",
  "method": "ωB97M-V/def2-TZVPD",
  "species": ["Ir", "Se", "Cl", "Cl", "S", "S", "F", "F", "F", "O", "O", "O", "N", "N", "C", "C", "C", "C", "C", "C", "C", "C", "C", "C", "C", "C", "C", "H", "H", "H", "H", "H", "H", "H"],
  "xyz": [[1.09793, 0.26046, -1.15769], [-2.55803, -0.05975, -1.32581], [0.11912, 2.64471, -1.30122], [1.52470, 2.17969, 3.90561], [1.79839, 1.14227, 1.04912], [2.94638, -0.99315, -2.65284], [1.35692, -2.82950, -3.79259], [1.82316, -1.18261, -5.10842], [0.46084, -0.89183, -3.45315], [4.18443, -1.49838, -3.09373], [2.39757, -1.53482, -1.39595], [2.74827, 0.46495, -2.66248], [-3.29826, -1.44725, -0.64101], [-0.97009, -0.47203, -0.59236], [1.59976, -1.53137, -3.85865], [-2.71400, -3.36192, 0.74770], [-2.42659, -2.16498, 0.05893], [-1.09275, -1.62094, 0.08772], [-0.71781, 4.80526, 1.94439], [0.06927, 3.20800, 0.34067], [-0.06194, 4.12717, 2.95578], [-0.40743, -3.42986, 1.48737], [0.78010, 2.51236, 1.33843], [-1.71053, -3.97054, 1.45244], [0.69061, 3.00061, 2.66504], [-0.65602, 4.34740, 0.63100], [-0.08598, -2.27721, 0.81803], [0.91708, -1.87945, 0.82593], [-1.16008, 4.87852, -0.16014], [-1.27730, 5.69884, 2.16794], [-3.71335, -3.76341, 0.69812], [0.35217, -3.94392, 2.05596], [-0.10980, 4.46914, 3.97642], [-1.90674, -4.88645, 1.98943]],
  "forces_ev_per_a": [[-1.394, 1.302, 0.537], [0.474, 0.528, -0.152], [0.502, -1.519, -0.534], [0.234, -0.189, 0.282], [0.029, -1.557, -1.831], [0.543, -1.107, -2.403], [0.288, 0.201, 0.132], [0.274, 0.068, 0.333], [-0.026, 0.248, 0.349], [-0.023, -0.008, 0.153], [-1.574, 0.917, 1.502], [-0.610, 0.928, 1.431], [-0.580, -0.838, 0.316], [2.590, 0.063, 0.242], [0.028, -0.279, -0.184], [0.202, -0.702, 0.528], [0.183, 0.799, -0.420], [-0.379, 0.447, -0.113], [0.087, -0.158, -0.309], [0.429, -0.067, 1.747], [0.152, -0.088, -0.145], [0.551, 0.802, -0.373], [-0.728, 0.623, -0.197], [-1.037, 0.075, -0.389], [-0.344, 0.024, -1.066], [-0.041, -0.001, -0.038], [0.372, -0.606, 0.351], [0.068, 0.011, 0.114], [-0.123, 0.066, -0.078], [-0.080, 0.063, 0.013], [-0.086, -0.055, 0.042], [0.101, -0.010, 0.026], [-0.018, 0.058, 0.121], [-0.065, -0.039, 0.013]],
  "lowdin_charge": [0.9543, 1.2048, 0.7668, 0.7421, 0.7046, 0.5335, 0.1786, 0.1920, 0.0481, -0.1644, -0.3556, -0.3545, -0.2291, -0.3801, -0.6358, 0.0101, -0.3524, -0.3505, -0.0488, -0.6251, -0.0787, -0.0258, -0.6852, -0.0389, -0.6949, -0.0892, -0.0242, 0.0794, 0.1149, 0.1192, 0.1265, 0.1217, 0.1180, 0.1186],
  "molar_mass_g_mol": 702.4,
  "multiplicity": 1,
  "energy_ha": -5356.6207,
  "charge": 1,
  "orbital_gap_ev": [6.0, 6.0],
  "lumo_energy_ev": [-5.702, -5.703]
}